59
Properties=species:S:1:pos:R:3:forces:R:3 method="wB97M-V/def2-TZVPD" lumo_ev=1.94 e_homo_ev=-4.9 total_energy_ev=-188476.2145 total_charge=-1 multiplicity=1 gap_ev=6.82
Cl -3.1399 -0.9885 -1.4510 -0.13 -0.02 -0.43
Cl 0.5761 -1.3033 3.2854 -0.08 -0.14 0.14
Cl -3.5929 3.8245 0.2115 -0.04 -0.04 0.04
Cl 4.8552 -1.8576 0.7704 0.01 0.10 0.10
Cl 7.1180 -4.3974 0.6378 -0.03 -0.02 0.01
Cl 2.9300 -6.5303 0.4453 -0.06 -0.01 -0.07
Cl 0.3969 3.4141 0.3224 0.06 0.19 -0.04
Cl 1.8505 -4.0479 -1.7470 0.23 -0.23 -0.01
Cl 3.1130 -3.1033 4.6668 0.00 -0.03 -0.04
Cl 2.2542 0.6549 -0.4974 0.35 0.23 0.01
Cl -9.8065 3.9268 -1.6565 -0.04 0.00 -0.03
Cl -4.3535 7.1241 -0.1760 -0.04 0.02 0.04
Cl -6.7160 4.3065 -3.0558 0.01 0.05 -0.01
Al -0.6358 -1.9930 -3.5956 -0.11 -0.73 -0.60
O -1.8355 -3.3758 -3.7403 0.63 0.80 0.66
O -1.3411 -0.6720 0.2995 -0.91 0.66 3.50
C 2.0201 -3.9574 0.0190 -0.13 0.03 0.02
C -1.4712 -0.9945 -0.8091 1.24 -1.15 -2.37
C 3.1694 -4.7643 0.5640 0.02 0.15 0.14
C -0.1446 1.7083 0.2994 -0.15 -0.11 0.04
C 7.0493 -2.9636 -0.4196 0.07 0.05 -0.12
C -2.9840 4.9235 -1.0517 0.08 -0.06 -0.21
C 2.9732 -1.3284 4.5901 0.08 0.14 0.04
C -7.0859 3.9331 -1.3515 0.09 -0.03 0.13
C -2.7978 6.3273 -0.5397 0.16 0.01 -0.04
C -8.3087 3.0636 -1.2122 0.07 -0.11 0.07
C 1.5427 -0.8636 4.7130 0.01 0.06 0.02
C -0.2887 -1.4169 -1.6503 -1.84 -0.02 -1.31
C 6.5722 -1.7378 0.3171 0.07 0.11 -0.02
C 0.9467 0.7584 0.7090 0.25 -0.05 0.22
H -8.4194 2.7516 -0.1749 0.02 0.06 0.01
H 4.0939 -4.5162 0.0525 0.00 -0.11 -0.04
H -2.3023 6.9313 -1.2983 -0.05 -0.03 -0.04
H 0.7903 -2.5232 -4.1681 0.15 0.01 0.08
H -0.5126 1.4856 -0.6992 0.10 0.15 0.01
H -2.0273 4.5223 -1.3841 0.03 0.03 0.10
H -2.1922 6.3444 0.3633 -0.08 -0.04 0.03
H 3.4210 -0.9968 3.6552 -0.06 -0.08 -0.04
H -1.7999 -3.8298 -2.8887 -0.20 -0.15 -0.26
H 6.4032 -3.1977 -1.2630 -0.06 -0.02 0.07
H 0.3691 -0.5479 -1.6935 0.11 -0.19 0.09
H 2.1896 -2.9069 0.2593 0.00 0.00 0.02
H 3.5619 -0.9282 5.4148 -0.05 -0.02 0.03
H 8.0583 -2.7974 -0.7948 0.00 0.02 0.05
H 1.0693 -4.2599 0.4539 0.05 -0.05 0.04
H 1.0587 -1.2846 5.5914 0.02 -0.07 -0.04
H -8.2375 2.1735 -1.8326 -0.02 0.07 -0.06
H 7.1491 -1.5652 1.2230 -0.04 -0.09 0.02
H 1.3919 1.0431 1.6592 0.06 0.15 -0.06
H -0.9783 1.6328 0.9954 0.08 0.02 -0.03
H 3.2878 -4.5371 1.6233 0.02 -0.02 -0.01
H -1.0355 -0.7173 -4.4885 -0.27 0.19 0.05
H -6.2180 3.4150 -0.9463 -0.03 -0.04 -0.02
H 6.6696 -0.8620 -0.3234 -0.04 -0.05 -0.06
H 0.5351 -0.2426 0.8074 0.14 0.33 -0.12
H 0.1719 -2.2434 -1.1265 0.23 0.08 0.33
H 1.5155 0.2228 4.7940 0.06 -0.01 -0.04
H -7.2005 4.8743 -0.8188 -0.03 0.02 -0.07
H -3.6785 4.8901 -1.8890 -0.07 0.02 0.07

---

52
Properties=species:S:1:pos:R:3:forces:R:3 method="wB97M-V/def2-TZVPD" lumo_ev=-2.39 e_homo_ev=-4.8 total_energy_ev=-41750.4955 total_charge=0 multiplicity=1 gap_ev=2.42
S -4.4853 0.1509 -0.7853 2.67 3.85 -2.91
F 1.3761 -3.9178 -1.3562 0.31 0.84 -0.14
O -4.0465 -0.2781 -2.1437 -1.33 -0.30 2.85
O 0.3894 3.5246 3.4790 0.03 -0.22 -0.19
O -3.8803 1.4698 -0.4366 -1.81 -2.84 0.04
O 0.4294 0.2476 -1.2969 0.05 -0.47 0.41
O -6.1249 0.3246 -0.8143 1.50 -0.97 0.70
N 2.1494 1.1388 0.9316 2.03 -1.72 -0.33
N 1.5413 -1.6928 -0.7932 2.08 0.02 2.38
C 1.8515 -2.6763 -1.8270 -0.82 -0.90 -0.88
C 2.0236 -0.2926 1.1736 -2.76 -0.53 -0.93
C -3.3640 -2.3868 -0.1215 0.05 -0.60 1.03
C -1.0958 -1.4980 -0.9162 -0.42 -0.45 1.29
C 0.3010 -0.9524 -0.4670 -2.06 2.21 -1.28
C 2.8324 3.5125 1.5961 0.53 1.01 -0.46
C -1.7958 -2.4865 0.0965 -0.56 0.39 -1.06
C -3.9453 -1.0434 0.4956 -0.07 -1.06 0.14
C 0.4553 -0.5564 1.0514 1.18 -2.76 -0.33
C 3.2455 1.5219 0.0156 -1.00 1.60 -0.14
C 1.1886 -2.4200 -3.2213 0.79 -0.64 -0.18
C -0.7783 3.3366 2.8634 -0.48 0.24 0.21
C 3.4178 3.1037 0.1834 -0.44 -0.78 0.80
C 2.4716 -1.3191 0.0743 -0.12 0.77 0.05
H 2.4013 -0.7250 2.1296 0.15 0.90 -0.42
H 1.1572 0.0915 -1.9063 -0.03 0.42 -0.04
H -0.2493 0.1968 1.4613 0.63 -0.23 -0.46
H -1.1933 4.2023 2.2934 0.19 0.23 -0.14
H 0.4498 -3.2416 -3.3999 0.40 0.96 0.27
H -1.1004 -1.9432 -1.9413 0.24 0.37 0.86
H 2.9009 1.3281 -1.0441 0.80 -0.10 0.67
H 2.8034 3.6064 -0.6052 0.80 -0.28 0.50
H 1.7155 3.5173 1.6004 1.00 -0.17 0.40
H 3.2255 2.8761 2.4202 -0.49 0.40 -0.66
H -6.2979 1.1423 -1.3136 0.21 -0.03 0.10
H 3.5124 -1.7061 0.0555 -0.89 0.07 -0.37
H 1.2640 1.5654 0.6815 0.22 -0.13 0.00
H -1.4104 -3.5123 -0.1097 -0.51 0.57 0.36
H 0.7474 -1.4106 -3.3539 0.20 -0.78 0.16
H -1.6500 3.0646 3.5062 0.00 -0.14 0.29
H -3.8025 -3.2059 0.5086 0.19 0.58 -0.83
H 0.3409 -1.5495 1.5676 -0.46 0.96 -0.12
H -4.7600 -1.2410 1.2376 0.53 0.28 -0.86
H 1.9875 -2.5777 -3.9907 -0.71 0.32 0.59
H 2.9567 -2.7875 -1.9003 -0.81 0.32 0.20
H -3.6573 -2.5303 -1.1852 0.21 0.17 0.79
H 3.1313 4.5664 1.8404 -0.20 -0.82 -0.33
H 4.4991 3.3542 0.1044 -0.80 0.02 -0.19
H -1.6269 -2.2433 1.1696 0.17 -0.09 -0.81
H 4.1879 0.9766 0.2482 -0.70 0.27 -0.02
H -3.1089 -0.5512 1.0503 -0.93 0.24 -0.64
H -0.8188 2.5231 2.0849 0.23 -0.44 -0.40
H -1.7616 -0.5971 -0.9906 0.99 -0.55 0.01

---

53
Properties=species:S:1:pos:R:3:forces:R:3 method="wB97M-V/def2-TZVPD" lumo_ev=0.43 e_homo_ev=-10.4 total_energy_ev=-44920.0854 total_charge=0 multiplicity=1 gap_ev=10.88
S -1.5802 3.4517 -1.0457 -0.32 0.00 -0.24
F -5.2602 -0.1513 -1.0508 0.10 0.02 -0.03
O -1.9352 2.5842 -2.3421 0.01 -0.07 -0.14
O -0.2225 3.8666 -1.1137 -0.07 0.06 0.08
O -1.7196 2.2479 -0.0265 0.19 -0.19 0.05
O 1.9912 0.3180 -2.5831 0.39 0.80 0.32
O -0.9009 -1.9403 2.1413 -0.01 0.12 -0.12
O 3.0204 -1.1953 0.6278 -0.06 -0.07 0.00
O 0.6370 -0.7482 -3.9966 -0.55 -0.35 0.30
O -2.6311 4.3777 -0.8384 0.12 0.03 0.06
C -1.6754 0.9310 -0.6905 -0.42 0.45 0.22
C -1.4474 0.3447 -3.2789 -0.63 0.17 -0.02
C 1.0782 -1.7431 -1.8286 -0.10 -0.29 -0.04
C -3.0304 0.2552 -0.3824 0.38 -0.15 -0.30
C 1.2950 -0.6219 -2.7976 -0.10 -0.42 -0.26
C -1.2764 -0.9647 3.1181 0.03 -0.08 0.15
C -3.9803 0.0692 -1.5578 -0.06 -0.04 0.11
C -0.0471 -0.4091 3.8162 0.06 0.01 -0.06
C -2.2735 -1.5520 4.1028 -0.05 -0.04 -0.07
C 3.6039 1.1292 1.0196 -0.11 -0.02 -0.06
C 5.2063 -0.7369 1.5722 -0.02 -0.08 -0.02
C 4.0992 -0.2577 0.6474 0.04 0.09 0.10
C -0.2824 0.3168 -4.2664 0.23 0.21 -0.32
C -1.2692 1.3240 -2.1267 0.95 -0.34 0.22
H -0.6515 0.1308 -5.2751 0.09 -0.06 0.10
H -2.6012 -0.8048 4.8261 0.01 0.00 0.01
H 3.1956 1.1264 2.0342 0.02 0.00 0.05
H -3.1483 -1.9364 3.5785 0.00 0.02 0.00
H -1.6281 -0.6589 -2.8829 0.14 0.02 -0.10
H -2.3547 0.6112 -3.8303 0.04 0.02 0.11
H -0.4771 -2.6733 2.6020 -0.03 -0.01 -0.02
H 4.4134 1.8590 0.9842 0.01 0.00 0.00
H 0.4738 -1.2064 4.3548 -0.03 0.01 0.03
H -4.0209 0.9535 -2.1973 -0.06 0.00 0.08
H -0.3139 0.3680 4.5330 -0.01 -0.01 0.01
H 6.0561 -0.0536 1.5568 -0.01 0.01 0.00
H 0.1281 -2.2559 -1.9896 0.08 0.12 -0.05
H 4.8382 -0.7988 2.6008 0.01 0.04 0.01
H 0.2535 1.2728 -4.2727 -0.08 -0.07 0.02
H -3.5409 0.8877 0.3471 0.07 -0.12 -0.01
H -0.1952 1.5516 -2.0640 -0.15 0.01 0.02
H -1.7582 -0.1672 2.5479 0.00 -0.01 -0.04
H -0.8553 0.3884 -0.2176 -0.08 -0.02 -0.06
H -3.7312 -0.8065 -2.1602 -0.01 0.08 0.00
H 2.6508 -1.2616 1.5159 0.06 0.05 0.02
H -2.8182 -0.7117 0.0839 -0.18 0.07 0.00
H 4.4627 -0.2413 -0.3812 -0.02 -0.02 -0.02
H 1.8761 -2.4821 -1.9475 -0.03 0.09 0.03
H 1.1531 -1.3439 -0.8178 0.08 -0.11 -0.08
H 5.5507 -1.7283 1.2775 0.00 0.01 -0.01
H -1.8176 -2.3815 4.6507 0.02 0.03 0.03
H 0.6425 0.0181 3.0882 0.02 0.03 -0.03
H 2.8181 1.4492 0.3350 0.02 0.00 -0.02

---

53
Properties=species:S:1:pos:R:3:forces:R:3 method="wB97M-V/def2-TZVPD" lumo_ev="-0.59 / -0.42" e_homo_ev="-5.0 / -7.0" total_energy_ev=-44993.3914 total_charge=0 multiplicity=3 gap_ev="4.38 / 6.55" s2=2.03
Mo -0.1935 -0.0117 0.1153 2.41 2.05 -0.77
P 0.5692 1.3219 -1.7410 -1.61 -1.16 -1.37
Si 0.2478 -1.9254 -1.3585 0.12 -0.92 -0.72
O 2.7026 -0.3600 0.1036 1.12 0.69 1.54
N 0.4074 -0.3620 3.0932 -0.92 -2.15 0.54
N 0.1077 -1.1971 4.1444 -2.06 0.78 -2.43
N -0.8487 -2.1170 3.8233 1.57 0.68 -0.59
N 0.0325 -0.6700 5.4249 0.09 0.30 0.32
N -1.9205 0.4673 -0.0775 -0.45 -0.23 0.21
N -0.2163 -0.9147 2.0366 0.14 -0.29 2.82
C 1.9359 -2.7999 -1.3849 0.02 -0.04 0.10
C 2.0177 0.7932 -2.7117 0.25 0.20 0.02
C -3.2677 0.3785 -0.2760 0.61 0.03 0.04
C -4.1589 1.2902 0.3429 -0.10 -0.12 -0.17
C -5.5300 1.1532 0.1584 0.19 -0.25 -0.22
C 3.5253 0.0935 0.9143 -0.95 -1.02 -1.10
C 3.1317 0.8211 2.1617 0.10 0.37 0.20
C -6.0340 0.1147 -0.6422 -0.20 0.03 0.02
C -0.7796 1.2891 -2.9877 0.19 0.53 -0.75
C -3.7880 -0.6600 -1.0926 -0.16 0.02 0.05
C -0.9491 -1.9625 2.5135 0.08 0.11 0.50
C -5.1613 -0.7885 -1.2647 0.16 0.26 0.18
C 0.8582 3.1051 -1.5766 0.08 0.16 0.02
C 5.0028 -0.1326 0.7120 -0.14 -0.04 -0.31
H 5.5221 0.8302 0.6694 0.00 -0.11 0.08
H 1.8614 -0.1900 -3.1686 -0.10 0.19 0.18
H -3.0762 -1.3510 -1.5584 -0.31 0.25 0.15
H -0.0284 -1.8178 -2.8302 -0.23 0.05 0.07
H -0.1462 -1.4291 6.0721 0.24 -0.01 -0.07
H -0.6312 -3.0304 -0.8664 -0.29 -0.19 -0.09
H -1.6884 1.7472 -2.5799 0.24 -0.11 0.06
H 2.6914 -2.1971 -1.9030 -0.09 -0.17 0.18
H 1.0194 1.2811 0.0963 -0.70 0.08 1.35
H 2.2708 -2.9841 -0.3566 0.10 -0.02 -0.24
H 2.3510 1.5617 1.9480 0.08 -0.28 0.01
H 4.0082 1.3230 2.5898 -0.23 -0.14 0.03
H 2.8870 0.7344 -2.0482 -0.09 0.02 -0.23
H 2.1898 1.5344 -3.5039 0.07 -0.19 0.15
H -3.7242 2.0783 0.9597 -0.22 -0.19 -0.14
H 2.7131 0.1091 2.8875 0.22 0.24 -0.27
H -7.1124 0.0078 -0.7828 0.35 0.06 0.06
H 1.7005 3.2546 -0.8929 -0.13 0.10 -0.11
H -1.5643 -2.5906 1.8844 0.08 0.14 0.03
H -0.4659 1.8571 -3.8752 -0.21 -0.06 0.00
H -5.5531 -1.5954 -1.8879 0.07 0.25 0.19
H 5.3974 -0.7008 1.5603 0.00 0.14 -0.02
H 1.8193 -3.7628 -1.9042 0.09 0.26 0.14
H -1.0218 0.2668 -3.2983 0.17 0.17 0.23
H -0.0351 3.5765 -1.1510 0.19 -0.07 -0.06
H 5.1774 -0.6905 -0.2081 -0.02 0.05 0.08
H 0.8721 -0.1478 5.6370 0.14 -0.21 0.02
H -6.2149 1.8557 0.6382 0.18 -0.22 -0.14
H 1.0899 3.5432 -2.5575 -0.11 -0.05 0.27

---

61
Properties=species:S:1:pos:R:3:forces:R:3 method="wB97M-V/def2-TZVPD" lumo_ev="0.03 / 0.04" e_homo_ev="-8.2 / -8.3" total_energy_ev=-92825.9261 total_charge=0 multiplicity=3 gap_ev="8.24 / 8.38" s2=2.00
Ni -0.5366 -1.3365 -0.7993 1.65 0.38 -0.63
F 2.7211 -3.7664 0.5204 -0.27 -0.39 0.07
F -1.4101 3.6367 -2.3343 0.11 -0.68 -0.43
F -2.3589 1.6859 -2.1895 0.46 0.40 -0.17
F 4.4039 -2.6552 -0.2357 0.20 -0.11 0.14
F -0.6524 1.9658 -3.5375 -0.28 0.11 0.58
F 3.6019 -2.2367 1.7414 0.38 0.04 0.39
O -0.6956 -1.4237 -2.9800 -1.15 0.62 0.12
O 3.0074 -0.3420 -0.5106 0.99 0.08 -0.76
O -2.6333 -0.9424 -1.0688 -0.09 -0.77 -0.74
O -0.8811 -3.5632 -1.0450 -0.30 0.56 0.65
O -0.3538 0.7151 -0.7115 -1.05 -1.66 0.90
O -0.3236 2.8522 -0.1140 -0.60 0.29 0.47
O -2.4488 0.4849 1.6621 0.33 -0.04 -0.82
O -0.2268 -0.8243 3.4841 0.07 0.68 -0.57
O -0.8564 -1.9975 1.1312 -0.56 0.49 0.46
O 1.3879 -1.8709 -0.9330 -0.42 -0.96 -1.29
C 0.4465 4.0309 -0.1870 0.17 0.24 0.92
C -3.0708 -1.3112 -2.3887 -0.57 0.35 0.19
C 0.5234 4.6146 1.2135 -0.93 0.30 0.64
C 3.3135 0.5988 0.4676 -0.23 0.39 1.81
C -0.2648 0.4788 2.8215 -0.96 0.28 1.13
C -1.4841 -4.0651 0.1563 -0.36 -1.07 -1.11
C -0.9354 -3.3964 1.3687 1.27 0.11 1.29
C 2.3189 -1.4877 -0.0797 -2.38 1.28 1.71
C -1.1470 2.2972 -2.3156 -0.87 0.66 0.05
C 3.2727 -2.5520 0.4812 0.17 0.16 -1.15
C 3.7758 1.9265 -0.0894 0.11 -0.36 -0.72
C -1.7197 0.9881 2.7723 0.69 0.11 -1.14
C -2.0064 -0.9812 -3.4034 0.15 -0.22 -1.22
C -0.1894 1.9343 -1.1667 1.53 -0.55 -0.33
H -2.5653 -3.9391 0.0211 0.05 0.36 0.48
H 0.8299 2.0426 -1.5854 0.04 0.37 -0.26
H 0.0630 -3.6911 1.7243 0.14 -0.46 -1.03
H -0.0054 4.7754 -0.8422 0.19 -0.15 -0.34
H 0.2934 1.1716 3.4620 0.27 -0.01 -0.44
H 0.6458 5.7003 1.2365 0.78 -0.11 -0.28
H -0.6115 -1.5030 1.9577 -0.36 -0.75 -0.39
H -3.4194 -0.7812 -0.5400 0.30 0.06 0.48
H -1.9760 0.7284 0.8127 -0.21 -0.11 1.10
H -0.6677 -4.2535 -1.6713 0.23 -0.06 0.02
H 4.0101 0.2490 1.2502 0.34 -0.23 -0.55
H -2.2389 -1.5004 -4.3432 -0.21 -0.14 0.25
H -0.4396 4.5571 1.7383 -0.06 -0.52 -0.27
H 1.7514 -1.1782 0.8287 0.53 0.13 0.53
H -1.4970 -3.7039 2.2630 -0.75 0.64 -0.32
H -0.3016 -1.8879 -3.7184 0.50 -0.09 0.22
H 4.8020 1.9260 -0.4627 0.04 -0.20 0.16
H -3.9726 -0.7241 -2.5866 0.15 0.06 -0.36
H 3.6961 2.6798 0.6926 -0.08 0.14 -0.11
H -1.6824 2.0792 2.6919 -0.06 0.04 0.32
H 0.1341 0.4010 1.8139 0.27 0.04 0.00
H -3.3861 -2.3590 -2.4609 0.40 -0.07 0.35
H -2.2373 0.6706 3.6852 -0.10 0.22 -0.14
H 3.1577 2.1655 -0.9594 -0.12 0.26 0.23
H 1.2459 4.0872 1.8347 0.15 0.21 0.00
H -1.3487 -5.1501 0.2083 0.23 0.10 0.23
H 1.4688 3.7570 -0.4633 -0.07 0.25 -0.55
H -0.7378 -0.6416 4.2802 0.03 -0.60 0.10
H -2.0179 0.0686 -3.7022 0.34 -0.09 0.59
H 2.4286 0.7965 1.1037 -0.27 -0.01 -0.46

---

50
Properties=species:S:1:pos:R:3:forces:R:3 method="wB97M-V/def2-TZVPD" lumo_ev="-3.72 / -6.76" e_homo_ev="-12.4 / -12.0" total_energy_ev=-83183.2756 total_charge=+1 multiplicity=2 gap_ev="8.70 / 5.28" s2=0.76
Pd -0.1110 1.2739 -0.4019 1.01 0.87 -2.08
Ge -0.1647 -1.4411 0.4636 0.01 3.02 -0.44
O 0.0060 0.1878 1.4897 0.18 -1.67 0.75
O 1.0204 -0.6032 -0.7479 0.03 -1.02 0.26
O 0.1090 3.3527 -1.1356 -0.56 0.51 -0.72
O -1.5283 -0.5544 -0.4407 -0.20 -0.97 0.29
C 1.0082 2.5746 -1.2177 -0.37 0.32 2.23
C -2.9254 -0.5449 -0.0657 -0.30 -0.12 0.00
C -0.0640 0.8076 3.7820 0.12 0.01 0.02
C 1.7493 1.6617 2.2681 0.02 0.05 -0.04
C 0.5605 -0.2960 -3.1206 -0.04 -0.06 -0.01
C 2.8033 -1.0425 -2.2693 -0.01 -0.02 0.04
C 1.2959 -1.1310 -2.0785 0.07 -0.16 -0.09
C -3.1573 -1.4821 1.1134 0.07 0.01 0.04
C -3.7094 -1.0111 -1.2859 0.05 0.02 0.02
C 0.8341 -2.5824 -2.1595 -0.01 0.02 0.09
C 0.8624 0.4757 2.6178 -0.27 -0.29 0.32
C 1.7142 -0.7501 2.9222 0.06 -0.02 0.05
C 2.4679 2.8887 -1.2122 0.02 -0.54 -0.66
C -3.2926 0.8863 0.3131 0.03 -0.01 -0.01
H 3.0891 -1.4101 -3.2546 -0.02 -0.01 -0.02
H 1.1475 2.5107 1.9343 -0.02 -0.04 -0.01
H 1.0952 -3.0061 -3.1283 -0.02 -0.05 0.01
H -3.3990 -2.0150 -1.5772 0.01 -0.02 0.01
H 1.0104 0.6926 -3.2200 -0.02 0.06 0.06
H 0.5128 1.0842 4.6642 -0.01 0.01 0.03
H 2.5530 3.8009 -0.6229 0.12 -0.05 -0.03
H -3.5388 -0.3395 -2.1271 0.02 0.02 -0.01
H -3.1104 1.5673 -0.5225 0.04 -0.04 0.02
H -4.3515 0.9530 0.5631 -0.02 -0.02 0.01
H -4.2086 -1.4854 1.3964 -0.02 -0.02 0.03
H 2.8323 3.0688 -2.2243 -0.02 0.05 0.00
H 2.3047 1.9837 3.1496 0.01 -0.05 0.00
H -4.7781 -1.0312 -1.0763 -0.03 0.02 0.02
H 1.0883 -1.6039 3.1986 -0.03 0.06 0.01
H -2.5797 -1.1608 1.9861 -0.02 0.03 -0.01
H 3.1397 -0.0091 -2.1865 -0.01 0.04 0.01
H -2.8806 -2.5099 0.8575 -0.02 0.01 -0.05
H 2.3832 -0.5469 3.7578 0.03 -0.04 0.01
H -0.4945 -0.1935 -2.8612 0.03 -0.01 0.01
H -0.6842 -0.0526 4.0346 -0.01 -0.02 -0.01
H -0.7183 1.6404 3.5229 0.02 0.02 -0.02
H 0.6233 -0.7727 -4.0991 0.04 -0.03 -0.01
H 1.3163 -3.1916 -1.3896 0.05 0.02 0.00
H -2.7190 1.2176 1.1823 0.02 -0.02 -0.03
H 2.4705 1.3919 1.4946 -0.04 0.00 -0.04
H 2.3277 -1.0210 2.0583 0.01 0.05 -0.01
H 3.0194 2.0602 -0.7778 0.04 0.06 0.01
H 3.3235 -1.6333 -1.5155 -0.01 -0.02 0.01
H -0.2529 -2.6587 -2.0520 -0.02 0.05 -0.04